Record 1
A structure of composition C4H8OSi at a distorted geometry, computed with ωB97M-V with the def2-TZVPD basis set.

Output
F_max: 4.31 eV/Å
LUMO: 0.6 eV
Net charge: 0
HOMO energy: -9.39 eV
Energy relative to the best compared isomer or geometry (same formula, charge and spin): 192.73 kJ/mol
Gap between HOMO and LUMO: 10.0 eV

Structure (XYZ):
```
14
Properties=species:S:1:pos:R:3:mulliken_charge:R:1
C 1.3460 0.1487 -0.0874 0.663
C 0.9094 -1.2074 -0.4464 -0.703
C 0.3369 1.3001 -0.3507 -0.808
C -0.7801 -1.0784 0.5153 -1.006
O 2.3993 0.2476 0.5512 -0.577
Si -1.4336 0.7216 0.1335 0.392
H 0.6265 -1.4012 -1.4787 0.328
H 1.4497 -2.0482 0.0282 0.292
H 0.5449 2.0556 0.3439 0.372
H 0.7245 1.7841 -1.3183 0.389
H -1.4460 -1.8724 0.2864 0.457
H -0.3631 -1.2703 1.4447 0.447
H -1.9736 1.4605 1.2888 -0.115
H -2.3410 1.1596 -0.9104 -0.130
```

---

Record 2
A structure of composition C4H8S2 at a distorted geometry, computed with ωB97M-V with the def2-TZVPD basis set.

Output
F_max: 6.19 eV/Å
LUMO: 0.8 eV
Net charge: 0
HOMO energy: -8.75 eV
Energy relative to the best compared isomer or geometry (same formula, charge and spin): 319.72 kJ/mol
Gap between HOMO and LUMO: 9.5 eV

Structure (XYZ):
```
14
Properties=species:S:1:pos:R:3:mulliken_charge:R:1
C 0.5603 0.4310 -0.9776 -0.130
C -0.9993 -0.2699 0.0174 -0.442
C 1.5791 -0.6493 -1.1502 -1.051
C -1.5182 0.6775 1.0127 -0.587
S -1.0456 0.0389 -1.7304 -0.151
S -0.3127 0.9577 2.4950 -0.213
H 0.8995 1.3556 -0.6821 0.502
H -0.8204 -1.3839 0.1507 0.422
H 1.2893 -1.6993 -0.8600 0.257
H 2.4449 -0.5590 -0.6620 0.394
H 1.8917 -0.7414 -2.3188 0.225
H -2.4478 0.3351 1.5725 0.340
H -1.7237 1.7662 0.8192 0.313
H 0.2029 -0.2592 2.3137 0.121
```

---

Record 3
A cluster of 2 separate species, C4H8Se in total at a distorted geometry, computed with ωB97M-V with the def2-TZVPD basis set.

Output
F_max: 5.27 eV/Å
LUMO: 0.4 eV
Net charge: 0
HOMO energy: -8.71 eV
Energy relative to the best compared isomer or geometry (same formula, charge and spin): 372.94 kJ/mol
Gap between HOMO and LUMO: 9.1 eV

Structure (XYZ):
```
13
Properties=species:S:1:pos:R:3:mulliken_charge:R:1
C -0.4560 0.8060 -1.3558 -0.820
C -0.1522 0.1617 -0.2534 0.165
C 2.1820 0.0347 -0.1725 -0.994
C -0.8250 -0.3449 0.8890 -0.597
Se -2.5488 -1.3365 0.3788 -0.097
H -1.3895 1.1947 -1.4893 0.350
H 0.2316 1.1705 -2.0971 0.260
H 2.5036 -0.8952 -0.5579 0.301
H 2.6214 0.0446 0.8037 0.312
H 2.2889 0.9082 -0.7619 0.324
H -1.0592 0.4499 1.4935 0.396
H -0.1906 -1.1146 1.4798 0.303
H -3.2062 -1.0791 1.6431 0.097
```

---

Record 4
An isolated molecule of C4H8Se at a distorted geometry, computed with ωB97M-V with the def2-TZVPD basis set.

Output
F_max: 5.83 eV/Å
LUMO: 0.6 eV
Net charge: 0
HOMO energy: -6.66 eV
Energy relative to the best compared isomer or geometry (same formula, charge and spin): 450.21 kJ/mol
Gap between HOMO and LUMO: 7.2 eV

Structure (XYZ):
```
13
Properties=species:S:1:pos:R:3:mulliken_charge:R:1
C -0.8826 2.4357 1.3469 -0.384
C -0.8768 1.2026 0.8677 -0.557
C 0.1057 0.0404 -1.6683 -1.076
C 0.7721 -1.6317 0.8549 -0.882
Se 0.6942 0.2489 0.1899 0.379
H -1.8491 2.7269 1.5758 0.287
H 0.0146 3.1897 1.3888 0.198
H 1.3102 -1.5796 1.7197 0.345
H 0.0414 0.9941 -2.1164 0.341
H 0.7763 -0.4979 -2.2064 0.412
H -0.9329 -0.3575 -1.8121 0.350
H 1.2566 -2.0698 -0.1518 0.257
H -0.1307 -1.9740 1.1463 0.332
```

---

Record 5
A cluster of 2 separate species, C4H8Si in total at a distorted geometry, computed with ωB97M-V with the def2-TZVPD basis set.

Output
F_max: 5.47 eV/Å
LUMO: 0.4 eV
Net charge: 0
HOMO energy: -9.17 eV
Energy relative to the best compared isomer or geometry (same formula, charge and spin): 289.12 kJ/mol
Gap between HOMO and LUMO: 9.6 eV

Structure (XYZ):
```
13
Properties=species:S:1:pos:R:3:mulliken_charge:R:1
C 3.6213 0.0560 -0.0316 0.019
C 2.4344 0.0662 0.0728 -0.913
C -0.5881 1.5635 -0.1555 -0.863
C -0.7557 -1.5647 -0.0847 -0.880
Si -0.0440 -0.0439 0.6613 0.574
H 4.5971 0.1972 -0.2571 0.423
H -1.5626 2.0515 -0.0446 0.376
H 0.2056 2.2649 0.1891 0.253
H -0.5337 1.1844 -1.1577 0.242
H -0.7085 -1.6265 -1.1057 0.355
H -0.2535 -2.5573 0.2707 0.271
H -1.8219 -1.6870 0.4396 0.260
H 0.4446 -0.1352 1.9756 -0.116
```

---

Record 6
A cluster of 2 separate species, C4H8Si in total at a distorted geometry, computed with ωB97M-V with the def2-TZVPD basis set.

Output
F_max: 1.54 eV/Å
Multiplicity: 3
LUMO (spin up / spin down): 1.1 / -3.7 eV
Net charge: 0
HOMO energy (spin up / spin down): -5.82 / -10.79 eV
Energy relative to the best compared isomer or geometry (same formula, charge and spin): 236.35 kJ/mol
Gap between HOMO and LUMO (spin up / spin down): 6.9 / 7.1 eV

Structure (XYZ):
```
13
Properties=species:S:1:pos:R:3:mulliken_spin:R:1
C 3.3352 -0.2894 0.8010 0.012
C 2.2548 0.0955 0.4520 0.936
C -0.7052 -0.2887 -1.7618 0.021
C -1.4006 0.0354 1.3144 0.021
Si -0.4008 0.6654 -0.1606 0.866
H 4.3110 -0.5804 1.0761 0.027
H -1.5502 0.1233 -2.3092 0.029
H 0.1636 -0.2400 -2.4112 0.003
H -0.9143 -1.3378 -1.5675 -0.006
H -0.9469 -0.8614 1.7254 0.013
H -1.4376 0.7777 2.1073 -0.005
H -2.4272 -0.2088 1.0366 0.027
H -0.2817 2.1091 -0.3025 0.056
```